1.
The following is a DFT calculation (ωB97M-V/def2-TZVPD) of a 3-piece molecular cluster, C19H39N2O4 overall.

The HOMO energy is -11.29 eV. The molar mass comes out at 359.5 g mol⁻¹. The frontier orbital gap comes out at 0.2420 Eh. As for the net charge: +1.

Last column: Mulliken charge in e.
Cartesian coordinates (Å):
C -1.297 3.876 -7.057  -1.164
C -1.066 3.226 -5.698  0.013
O -2.271 3.194 -4.966  -0.411
C -2.074 3.087 -3.561  -0.743
C -1.532 1.695 -3.177  0.214
C -2.259 1.056 -1.987  -1.001
C -2.288 -0.472 -2.022  -0.945
C -0.899 -1.110 -1.964  -0.670
N -0.450 -1.743 -3.225  0.573
C 0.409 -2.735 -3.205  0.189
C 0.890 -3.331 -4.374  -0.639
C 0.426 -2.840 -5.565  -0.386
C -0.513 -1.793 -5.475  0.532
O -0.991 -1.313 -6.617  -0.493
N -0.948 -1.258 -4.361  -0.485
H -1.630 3.124 -7.765  0.262
H -0.370 4.319 -7.403  0.355
H -2.085 4.617 -6.968  0.316
H -0.736 2.192 -5.878  0.027
H -0.251 3.708 -5.152  0.342
H -3.065 3.220 -3.139  0.396
H -1.398 3.882 -3.245  0.376
H -0.468 1.790 -2.965  0.335
H -1.706 1.069 -4.044  0.004
H -1.773 1.338 -1.053  0.286
H -3.279 1.428 -1.947  0.471
H -2.795 -0.786 -1.111  0.377
H -2.891 -0.851 -2.842  0.533
H -0.860 -1.850 -1.173  0.301
H -0.173 -0.342 -1.705  0.299
H 0.742 -3.080 -2.239  0.443
H 1.603 -4.137 -4.338  0.443
H 0.755 -3.228 -6.514  0.478
H -1.500 -0.507 -6.444  0.333
C 1.281 -1.001 2.247  -0.930
C -0.079 -0.365 2.037  -0.331
O -1.060 -1.249 1.511  -0.280
C -1.354 -2.390 2.307  -0.380
C -1.872 -2.059 3.694  -0.984
H 1.661 -1.422 1.312  0.253
H 1.989 -0.257 2.610  0.356
H 1.247 -1.805 2.982  0.210
H 0.004 0.443 1.308  0.327
H -0.438 0.090 2.965  0.286
H -0.480 -3.048 2.368  0.374
H -2.120 -2.938 1.756  0.329
H -1.133 -1.521 4.290  0.110
H -2.125 -2.975 4.227  0.399
H -2.765 -1.435 3.630  0.304
C 4.380 1.287 5.858  -1.058
C 2.869 1.442 5.837  -0.371
O 2.164 0.221 5.689  -0.347
C 2.375 -0.748 6.703  -0.333
C 1.983 -0.285 8.095  -1.104
H 4.726 0.790 4.950  0.279
H 4.855 2.266 5.922  0.397
H 4.720 0.697 6.709  0.269
H 2.578 2.048 4.979  0.343
H 2.523 1.976 6.729  0.317
H 3.414 -1.096 6.689  0.327
H 1.758 -1.601 6.419  0.314
H 2.585 0.560 8.431  0.264
H 2.121 -1.095 8.811  0.397
H 0.937 0.024 8.114  0.302

***

2.
The following is a DFT calculation (ωB97M-V/def2-TZVPD) of CH2N2P2 as an isolated structure.

The HOMO energy is -9.55 eV. As for the energy relative to the best compared isomer or geometry (same formula, charge and spin): 99.8 kcal/mol. The molar mass comes out at 104.0 g mol⁻¹. The frontier orbital gap comes out at 0.3371 Eh.

Last column: Mulliken charge in e.
Cartesian coordinates (Å):
C 0.379 0.315 -0.912  -0.354
N 1.133 0.111 1.581  -0.277
N -0.601 -0.528 1.544  -0.355
P 1.718 0.605 0.229  0.085
P -0.888 -0.275 0.054  0.381
H 0.289 0.533 -1.959  0.375
H -2.030 -0.761 -0.537  0.144

***

3.
The following is a DFT calculation (ωB97M-V/def2-TZVPD) of a single C11H15BN2 molecule.

As for the spin multiplicity: 3. The HOMO energy (alpha / beta) is -5.19 / -9.09 eV. The molar mass comes out at 186.1 g mol⁻¹. The expectation value of S² is 2.041. The frontier orbital gap (alpha / beta) comes out at 0.2212 / 0.2413 Eh.

Last column: Mulliken charge in e.
Cartesian coordinates (Å):
B -2.768 -2.085 0.016  0.325
C 4.468 -0.189 0.300  -0.326
C 3.997 1.096 0.064  -0.726
C 3.629 -1.308 0.244  -0.620
C 2.661 1.272 -0.164  -0.427
C 2.253 -1.151 -0.010  -0.439
C 1.793 0.162 -0.201  0.264
C -1.959 1.426 0.864  -0.690
C -2.360 1.414 -0.626  -0.706
C -2.719 0.065 1.197  -0.765
C -0.304 -0.259 -1.139  -1.020
C -1.788 -0.006 -1.084  -0.179
N 0.456 0.337 -0.353  -0.065
N -2.485 -0.771 -0.009  -0.193
H -3.163 -2.477 1.103  -0.115
H 5.530 -0.478 0.579  0.266
H 4.647 1.883 0.074  0.479
H 3.958 -2.239 0.352  0.517
H 2.126 2.127 -0.344  0.582
H 1.619 -1.935 -0.057  0.671
H -0.952 1.388 1.145  0.275
H -2.453 2.223 1.354  0.416
H -3.389 1.376 -0.816  0.359
H -1.985 2.392 -1.051  0.329
H -2.262 -0.255 2.189  0.288
H -3.745 0.059 1.225  0.526
H -0.024 -0.962 -1.837  0.653
H -2.678 -2.713 -1.022  -0.132
H -2.101 -0.391 -1.993  0.452

***

4.
The following is a DFT calculation (ωB97M-V/def2-TZVPD) of C52H47N6OPPt as an isolated structure.

The HOMO energy is -12.82 eV. As for the energy relative to the best compared isomer or geometry (same formula, charge and spin): 0.0 kcal/mol. The molar mass comes out at 998.0 g mol⁻¹. The frontier orbital gap comes out at 0.2760 Eh. As for the net charge: +2.

Last column: Mulliken charge in e.
Cartesian coordinates (Å):
Pt -0.091 0.184 -0.046  0.685
C -4.125 -2.685 2.009  -0.940
N -2.956 -1.810 1.981  0.601
C -2.307 -1.374 0.886  0.036
N -1.301 -0.603 1.274  -0.035
C -1.263 -0.546 2.645  0.260
C -2.322 -1.303 3.097  0.031
C -2.823 -1.576 4.457  -0.896
C -2.642 -2.831 5.033  0.108
C -3.111 -3.078 6.315  -0.857
C -3.760 -2.074 7.022  -0.364
C -3.941 -0.822 6.450  -0.854
C -3.474 -0.571 5.169  0.255
C -0.194 0.168 3.363  1.186
C 0.029 -0.067 4.720  -0.623
C 1.057 0.575 5.391  -0.913
C 1.890 1.461 4.721  -0.603
C 1.683 1.701 3.371  -1.088
C 0.650 1.063 2.702  0.402
P -2.571 -1.818 -0.856  -0.508
C -2.569 -0.099 -1.497  -0.338
N -1.766 0.874 -1.073  -0.051
C -2.062 2.019 -1.754  -1.104
C -3.098 1.737 -2.616  0.888
N -3.404 0.405 -2.434  0.359
C -4.484 -0.310 -3.110  -1.063
C -3.830 2.632 -3.526  0.033
C -3.937 2.344 -4.885  -0.195
C -4.609 3.213 -5.729  -0.815
C -5.169 4.378 -5.222  -0.428
C -5.058 4.673 -3.871  -0.818
C -4.391 3.804 -3.022  -0.179
C -1.342 3.273 -1.491  0.689
C -0.857 4.055 -2.535  -0.415
C -0.164 5.225 -2.260  -0.854
C 0.046 5.620 -0.945  -0.497
C -0.447 4.848 0.099  -0.866
C -1.139 3.677 -0.172  -0.212
C -0.853 -2.395 -1.163  -0.504
N 0.293 -1.936 -0.658  -0.138
C 1.309 -2.736 -1.112  -0.440
C 0.752 -3.715 -1.914  0.628
N -0.602 -3.485 -1.925  0.638
C -1.587 -4.300 -2.633  -0.822
C 1.350 -4.834 -2.672  -1.287
C 1.934 -4.599 -3.913  0.313
C 2.501 -5.647 -4.622  -0.874
C 2.485 -6.931 -4.095  -0.367
C 1.900 -7.170 -2.859  -0.869
C 1.334 -6.123 -2.146  0.304
C 2.724 -2.506 -0.754  0.943
C 3.707 -3.449 -1.058  -0.502
C 5.034 -3.218 -0.730  -0.925
C 5.407 -2.048 -0.086  -0.639
C 4.436 -1.112 0.238  -1.110
C 3.112 -1.339 -0.097  0.171
H -4.621 -2.646 1.044  0.437
H -4.806 -2.338 2.782  0.323
H -3.827 -3.708 2.229  0.329
H -2.117 -3.606 4.487  0.483
H -2.965 -4.051 6.764  0.421
H -4.122 -2.268 8.022  0.437
H -4.444 -0.041 7.003  0.433
H -3.605 0.407 4.721  0.478
H -0.597 -0.766 5.258  0.431
H 1.211 0.376 6.442  0.458
H 2.692 1.962 5.245  0.431
H 2.319 2.396 2.839  0.515
H 0.500 1.345 1.650  0.049
H -5.303 0.381 -3.288  0.381
H -4.828 -1.123 -2.477  0.431
H -4.143 -0.710 -4.063  0.339
H -3.481 1.447 -5.288  0.447
H -4.689 2.986 -6.784  0.419
H -5.692 5.056 -5.883  0.427
H -5.495 5.580 -3.475  0.433
H -4.305 4.030 -1.967  0.476
H -1.030 3.751 -3.561  0.545
H 0.208 5.834 -3.074  0.491
H 0.579 6.538 -0.735  0.448
H -0.304 5.167 1.124  0.506
H -1.544 3.083 0.640  0.517
H -1.057 -4.973 -3.299  0.327
H -2.248 -3.666 -3.220  0.328
H -2.175 -4.884 -1.927  0.339
H 1.953 -3.594 -4.317  0.471
H 2.957 -5.462 -5.586  0.427
H 2.932 -7.747 -4.648  0.430
H 1.891 -8.170 -2.446  0.423
H 0.890 -6.304 -1.174  0.478
H 3.445 -4.376 -1.547  0.413
H 5.779 -3.963 -0.974  0.460
H 6.442 -1.873 0.173  0.432
H 4.712 -0.203 0.757  0.469
H 2.372 -0.598 0.173  0.428
C 2.762 1.021 -3.145  -0.684
C 2.779 2.391 -2.463  -0.755
C 2.088 2.120 -1.141  -0.254
O 1.154 1.038 -1.445  0.818
C 1.397 0.482 -2.769  -0.050
H 3.541 0.376 -2.734  0.279
H 2.892 1.084 -4.223  0.457
H 2.208 3.117 -3.043  0.240
H 3.785 2.777 -2.317  0.456
H 1.506 2.957 -0.760  -0.057
H 2.779 1.755 -0.378  0.408
H 0.602 0.843 -3.426  0.407
H 1.357 -0.602 -2.692  -0.310

***

5.
The following is a DFT calculation (ωB97M-V/def2-TZVPD) of C5H13NO2 as an isolated structure.

The HOMO energy is -9.16 eV. As for the energy relative to the best compared isomer or geometry (same formula, charge and spin): 227.7 kcal/mol. The molar mass comes out at 119.2 g mol⁻¹. The frontier orbital gap comes out at 0.3015 Eh.

Last column: Mulliken charge in e.
Cartesian coordinates (Å):
C 1.992 -0.579 -0.873  -1.298
C 0.742 0.174 -0.362  0.575
C -0.439 -0.869 -0.311  -0.942
C -1.803 -0.187 -0.654  -0.624
O -3.200 -0.349 0.610  -0.613
N 0.795 0.881 0.849  -0.567
C 1.807 1.630 0.326  -0.359
O -1.552 0.118 2.653  -0.744
H 3.037 -0.140 -0.865  0.345
H 2.154 -1.495 -0.229  0.338
H 1.795 -1.049 -1.911  0.300
H 0.316 0.795 -1.143  0.225
H -0.499 -1.229 0.714  0.490
H -0.170 -1.877 -0.875  0.340
H -1.608 0.867 -0.475  0.371
H -2.110 -0.300 -1.635  0.482
H -2.547 -0.918 -0.043  0.192
H -0.729 0.290 2.201  0.371
H 1.481 2.443 -0.430  0.264
H 2.808 1.801 0.570  0.404
H -2.269 -0.007 1.882  0.450